ORCA calculation (wB97M-V/def2-TZVPD) on a 10-piece molecular cluster, C28H82N10O10 overall at a distorted geometry.

As for the electronic energy: -65737.8945 eV. For the maximum force, the calculation gives 0.0664 hartree/bohr. The energy above the lowest of the compared OMol25 structures with the same formula, charge and spin comes out at 43.7 kcal/mol. As for the HOMO-LUMO gap: 8.49 eV. The HOMO energy is -8.310 eV. The SMILES is COC[C@H](C)N.COC[C@H](C)N.COC[C@H](C)N.COC[C@H](C)N.COC[C@H](C)N.COC[C@H](C)N.NC(N)=O.NC(N)=O.CO.CO. The calculation puts the LUMO energy at 0.19 eV.

Positions of all 130 atoms, in Å:
C -0.788857 1.995552 -3.079859
O -1.154207 2.410452 -4.372969
C -1.849887 3.650002 -4.411579
C -2.733767 3.627912 -5.708249
C -3.378767 4.943242 -6.078399
N -3.718747 2.546392 -5.676079
H -0.383907 2.828552 -2.505209
H -0.096287 1.164742 -3.214799
H -1.647067 1.587402 -2.546029
H -2.452467 3.899662 -3.538269
H -1.124927 4.454792 -4.533409
H -2.049027 3.435732 -6.534259
H -2.565827 5.662502 -6.177789
H -4.050677 5.278082 -5.288129
H -3.877507 4.894552 -7.046379
H -3.163427 1.808552 -5.267059
H -4.457257 2.839522 -5.052559
C 0.160933 -5.861398 4.442951
O 1.097393 -5.293838 3.579541
C 0.426103 -4.558068 2.604281
C 1.228983 -4.001878 1.431231
C 2.347893 -3.035058 1.876231
N 0.450213 -3.316368 0.463181
H -0.682327 -5.223678 4.708151
H 0.607563 -6.339228 5.314901
H -0.398487 -6.665738 3.965271
H -0.397687 -5.175298 2.245801
H -0.036927 -3.708488 3.106191
H 1.664453 -4.905298 1.004271
H 1.915073 -2.118788 2.277741
H 2.986003 -2.737868 1.044011
H 3.093043 -3.478458 2.536731
H 0.711103 -3.486198 -0.497659
H -0.540357 -3.509918 0.425721
C 6.889903 0.537472 1.600511
O 5.586093 1.022002 1.906931
C 4.650983 0.822082 0.867251
C 3.538463 1.889182 1.133061
C 2.884243 1.710712 2.498451
N 2.550003 1.812732 0.059941
H 7.560353 0.768262 2.428361
H 7.315543 1.057152 0.742111
H 6.945473 -0.529878 1.386551
H 5.036873 1.047382 -0.126949
H 4.355723 -0.227028 0.850381
H 4.129703 2.804802 1.120261
H 2.490593 0.699062 2.597011
H 2.073443 2.410732 2.700121
H 3.620323 1.911672 3.276851
H 1.905143 1.041592 0.157901
H 1.894503 2.568382 0.199291
C -1.753977 -0.944488 -5.510049
O -1.576767 -2.351098 -5.336149
C -1.613967 -2.829628 -4.018719
C -1.317807 -4.404368 -4.029219
C -1.611547 -5.105838 -2.677749
N 0.138883 -4.585748 -4.275839
H -0.884887 -0.374718 -5.181169
H -2.561797 -0.527038 -4.908999
H -1.843077 -0.651168 -6.556049
H -0.933617 -2.227758 -3.416239
H -2.592807 -2.755258 -3.544969
H -1.914887 -4.919088 -4.781989
H -1.199417 -4.563358 -1.826879
H -1.150057 -6.081598 -2.829479
H -2.691867 -5.205618 -2.572569
H 0.353843 -3.967868 -5.045329
H 0.482093 -4.149008 -3.432289
C -0.273107 3.583092 0.721681
O 0.140683 4.954462 0.316261
C 0.821253 5.675402 1.347281
C 1.318693 6.984732 0.763741
C 2.191903 6.817902 -0.502949
N 2.266873 7.640902 1.595131
H 0.541363 3.079612 1.242491
H -0.708027 2.931782 -0.036419
H -1.034637 3.625282 1.500401
H 0.139023 5.810872 2.186511
H 1.664583 5.053812 1.648131
H 0.574813 7.756602 0.566411
H 2.419163 7.812982 -0.885399
H 1.696293 6.298132 -1.322899
H 3.085863 6.220522 -0.323879
H 2.635773 8.511932 1.241101
H 1.885423 7.807722 2.515331
C -0.911067 -0.389898 3.010151
O -1.225597 -0.707588 4.329581
C -0.043507 -0.966558 5.030131
C -0.361067 -1.301138 6.519091
C -1.177817 -0.196108 7.236161
N 0.780243 -1.556378 7.273031
H -1.913377 -0.220508 2.616721
H -0.518267 -1.298858 2.554521
H -0.256917 0.479512 2.944551
H 0.578483 -1.762718 4.621031
H 0.469553 -0.006378 5.084071
H -0.947447 -2.219708 6.496611
H -2.205797 -0.055468 6.902141
H -0.661337 0.739892 7.023431
H -1.207657 -0.306188 8.320171
H 1.494943 -0.896138 7.002131
H 0.683673 -1.337998 8.254401
N 2.417913 -1.175868 -1.783999
C 2.118203 -2.237008 -2.525709
N 2.662493 -2.116568 -3.716929
O 1.245123 -3.047598 -2.294439
H 3.087583 -0.488888 -2.099759
H 1.997913 -1.078148 -0.870679
H 3.521603 -1.586878 -3.755079
H 2.482863 -2.866158 -4.369579
N -3.515397 -3.690688 2.104781
C -3.238377 -2.980878 1.021561
N -3.596377 -1.727878 1.096331
O -2.818847 -3.521528 0.008941
H -3.721107 -3.230978 2.980251
H -3.232917 -4.657648 2.177641
H -3.562997 -1.073868 0.327391
H -3.782687 -1.321388 2.001961
C -0.632027 -0.253738 -0.311359
O 0.668303 -0.494628 0.273991
H -0.644027 -0.574288 -1.353089
H -1.366967 -0.906278 0.159971
H -0.999757 0.741272 -0.060719
H 0.691163 -1.443258 0.419541
C -4.399057 0.199992 -1.990129
O -4.600037 0.360342 -0.611619
H -4.850487 1.021062 -2.547039
H -3.351567 0.139752 -2.285519
H -4.984897 -0.645608 -2.350469
H -5.434707 0.779062 -0.388919

Forces on the atoms, in the same order (eV/Å):
C -0.2 -0.3 -0.2
O -0.6 0.3 0.0
C -0.2 0.5 -1.8
C 0.3 0.0 0.0
C 0.6 0.2 0.5
N 0.8 0.5 -0.2
H 0.4 -0.1 0.1
H 0.3 0.2 0.2
H -0.3 0.1 0.2
H -0.1 -0.5 0.3
H 0.2 0.2 0.1
H 0.2 -0.4 0.0
H -0.1 0.3 0.1
H -0.2 0.2 -0.1
H -0.2 -0.2 0.2
H -0.6 -0.7 0.3
H -0.2 -0.3 0.3
C -0.9 -1.1 0.1
O 0.9 0.0 0.1
C -1.2 1.1 -0.2
C 1.8 -1.1 1.0
C 0.4 -0.5 -0.2
N -1.5 1.0 -0.7
H 0.4 0.8 0.5
H 0.3 0.6 0.0
H 0.2 -0.5 -0.6
H -0.2 -0.1 -0.5
H -0.4 0.4 0.2
H 0.5 0.0 -0.3
H 0.0 0.0 0.3
H -0.3 0.1 -0.5
H -0.4 -0.1 0.5
H 0.7 0.0 -0.2
H -0.5 -0.3 0.6
C 0.0 0.5 0.1
O 1.0 -0.4 -0.3
C -0.6 1.0 0.5
C -0.1 -1.8 0.0
C 0.6 0.1 0.4
N 0.1 0.9 -0.5
H -0.3 -0.1 0.2
H -0.1 0.1 -0.3
H -0.3 -0.2 0.1
H 0.4 0.1 -0.1
H -0.6 -0.2 0.1
H -0.4 0.4 -0.3
H 0.0 -0.1 0.1
H -0.1 0.1 -0.3
H 0.0 -0.3 0.2
H 0.4 -0.8 0.3
H 0.3 0.5 -0.4
C 0.7 -0.1 0.6
O -0.4 0.6 -1.1
C -0.7 -1.6 0.2
C 1.1 1.4 0.8
C -0.2 0.6 -1.3
N -1.4 -0.5 -0.2
H 0.5 -0.2 0.3
H -0.5 -0.3 -0.1
H -0.4 -0.6 0.0
H 0.5 -0.4 0.4
H -0.6 0.5 -0.2
H 0.0 0.4 -0.3
H 0.0 -0.2 0.0
H -0.1 -0.1 0.5
H 0.0 -0.1 0.3
H 0.3 0.2 -0.2
H 0.9 -0.1 -0.2
C 0.3 1.7 1.2
O -0.9 -1.9 -0.2
C -0.3 -0.7 -0.8
C 1.2 0.7 -1.9
C -1.2 -0.8 -0.9
N 1.0 -0.1 2.9
H 0.2 0.0 -0.3
H 0.5 0.7 -0.6
H -0.3 0.4 0.1
H 0.0 0.2 0.3
H 0.4 0.2 0.4
H -1.1 -0.8 -0.4
H 0.4 0.0 0.1
H -0.4 0.0 0.0
H 0.1 0.3 0.4
H -0.2 -0.1 -0.2
H 0.1 0.3 0.2
C -1.3 -0.6 -0.1
O 0.1 -0.6 1.1
C -0.3 0.6 2.4
C -3.0 0.3 -0.5
C -0.1 0.4 -0.9
N 3.0 -0.2 0.5
H 0.4 0.5 -0.7
H 0.5 0.3 -0.5
H 0.1 0.0 -0.3
H 0.0 0.0 -0.4
H 0.9 0.1 -0.3
H -0.3 -0.1 -0.1
H 0.0 -0.2 -0.2
H 0.0 0.3 0.1
H 0.1 -0.3 0.0
H 0.5 0.0 -0.2
H -0.5 -0.3 0.1
N 0.7 0.6 1.9
C -1.2 1.6 -0.1
N 1.6 -0.7 -2.8
O -0.4 -1.0 1.4
H -0.3 -0.1 0.3
H 0.1 0.4 -0.1
H -0.2 -0.3 -0.6
H 0.4 0.2 0.0
N -0.3 -1.5 2.9
C 0.1 -1.7 -1.8
N -0.5 3.3 0.7
O 0.7 -0.1 -0.8
H 0.0 -0.2 -0.2
H 0.1 0.3 -0.3
H -0.1 -0.3 0.0
H -0.1 0.0 -0.3
C 0.2 -1.1 0.8
O -1.0 1.5 -0.2
H 0.1 0.7 -0.3
H 0.1 -0.2 0.2
H 0.5 0.2 -0.6
H -0.2 -1.4 0.4
C -1.5 0.3 -1.1
O 0.9 0.1 0.9
H 0.3 0.4 0.0
H 0.0 -0.2 0.5
H 0.5 -0.5 0.0
H 0.0 -0.1 -0.4

ORCA calculation (wB97M-V/def2-TZVPD) on C11H23N2O5P2Rh as an isolated structure at a distorted geometry.

As for the electronic energy: -46560.6150 eV. For the maximum force, the calculation gives 0.1138 hartree/bohr. The charge is +2. The energy above the lowest of the compared OMol25 structures with the same formula, charge and spin comes out at 0.0 kcal/mol. As for the HOMO-LUMO gap (alpha / beta): 7.27 / 5.99 eV. As for the expectation value of S²: 6.0130. Its spin multiplicity is 5. The HOMO energy (alpha / beta) is -13.956 / -16.070 eV. The calculation puts the LUMO energy (alpha / beta) at -6.69 / -10.08 eV.

Positions of all 44 atoms, in Å:
Rh -0.141928 0.379126 0.750570
P 1.940670 -0.746709 1.128296
C 2.164286 -0.874183 -0.745097
C 0.965459 -1.470349 -1.429155
N -0.213517 -1.072160 -0.943587
C -1.369949 -1.437573 -1.511643
C -1.350096 -2.308784 -2.609649
C -0.151972 -2.777793 -3.119270
C 1.030376 -2.348438 -2.533325
C -2.610156 -0.784832 -0.988643
P -2.084191 0.660714 0.063769
H 2.008082 -2.648511 -2.906982
H -2.296141 -2.549241 -3.069694
H -0.133110 -3.449072 -3.989555
H -3.220289 -0.407673 -1.818424
H -3.211185 -1.451148 -0.357671
H 2.273970 0.172278 -1.060796
H 3.070084 -1.433677 -0.976191
H 0.861551 3.131799 -0.874114
O 1.530276 2.448751 -1.183676
H 1.903284 2.888372 -1.951685
H -0.327785 3.713748 0.707391
O -0.261496 4.163600 -0.155582
H -0.598042 5.077359 -0.118945
C -2.114944 2.034127 -1.127521
H -3.047948 2.017403 -1.711164
H -2.003769 2.973132 -0.564144
H -1.231129 1.924003 -1.777383
C -3.369197 0.871397 1.256937
H -3.130572 1.758399 1.831842
H -4.345097 1.000003 0.804384
H -3.393038 0.023782 1.933884
C 1.892360 -2.436763 1.844424
H 2.805290 -3.027771 1.657175
H 1.754566 -2.314199 2.923891
H 1.023931 -2.990760 1.461543
C 3.430376 0.122689 1.616350
H 3.271988 0.420904 2.653738
H 4.355852 -0.451435 1.524682
H 3.494458 1.026612 1.006192
O 0.278457 -1.195798 3.990744
N 0.116100 -0.011795 3.717710
O -0.488333 0.893159 4.273655
O 0.922472 0.487305 2.376722

Forces on the atoms, in the same order (eV/Å):
Rh 1.9 0.8 -0.9
P 3.3 -1.8 -0.6
C -0.3 -0.1 0.0
C 0.2 -0.8 -0.8
N 0.1 -0.2 -0.1
C 0.4 -0.7 -1.0
C -0.5 0.6 0.5
C 0.1 -0.1 -0.2
C 0.5 0.7 0.9
C 0.2 0.3 0.6
P -5.1 0.5 -2.8
H -0.3 0.0 0.0
H 0.0 -0.2 -0.1
H 0.0 0.3 0.5
H 0.0 -0.2 0.2
H 0.0 0.0 -0.3
H 0.1 -0.1 -0.1
H 0.2 0.0 0.1
H 1.0 -0.7 -0.4
O -1.2 0.5 0.7
H 0.3 -0.1 -0.3
H -0.1 1.1 -0.2
O -0.2 -0.1 0.4
H 0.3 -0.5 0.4
C 0.1 0.1 0.2
H 0.3 0.0 0.2
H -0.2 -0.4 -0.5
H -0.4 0.1 0.0
C -0.3 0.3 0.6
H -0.1 0.2 0.3
H -0.2 0.0 -0.2
H -0.1 -0.2 0.1
C -0.3 0.3 0.1
H -0.2 0.5 -0.1
H 0.2 -0.2 -0.3
H 0.2 0.2 0.0
C 0.1 0.1 0.3
H 0.3 0.0 -0.1
H -0.2 -0.1 -0.1
H 0.1 0.0 0.0
O -0.7 3.5 -0.9
N -0.6 0.0 2.9
O 1.7 -2.8 -2.0
O -0.6 -0.9 2.6

ORCA calculation (wB97M-V/def2-TZVPD) on a 2-piece molecular cluster, C4H6N2 overall at a distorted geometry.

As for the electronic energy: -7223.0576 eV. For the maximum force, the calculation gives 0.1002 hartree/bohr. The energy above the lowest of the compared OMol25 structures with the same formula, charge and spin comes out at 58.4 kcal/mol. As for the HOMO-LUMO gap: 10.88 eV. The HOMO energy is -10.501 eV. The SMILES is CC#N.CC#N. The calculation puts the LUMO energy at 0.38 eV.

Positions of all 12 atoms, in Å:
C -1.186226 -0.640515 -1.251342
C -1.814202 -1.983922 -1.478799
N -2.349819 -3.014907 -1.595604
H -1.912524 0.061877 -0.842398
H -0.764895 -0.245378 -2.175703
H -0.290871 -0.667086 -0.630256
C 1.717532 1.119806 1.677800
C 0.781593 0.931474 0.552342
N 0.052553 0.843599 -0.335324
H 1.118735 1.621245 2.438130
H 2.563688 1.795983 1.555744
H 2.084436 0.177823 2.085409

Forces on the atoms, in the same order (eV/Å):
C -1.2 -2.7 -1.4
C -0.9 -1.1 -0.1
N 1.1 1.9 0.2
H 0.1 -0.4 -0.1
H -0.5 -0.1 -0.2
H -1.3 -1.9 -0.3
C -0.7 0.0 0.6
C 1.0 0.6 0.0
N 2.5 4.0 1.9
H 0.0 -0.2 0.3
H -0.1 -0.2 -0.8
H -0.1 0.0 -0.1